# 1
{"formula": "C21H38N4O3", "method": "wB97M-V/def2-TZVPD", "symbols": ["C", "C", "C", "C", "N", "C", "C", "C", "C", "N", "C", "O", "C", "C", "C", "C", "O", "N", "C", "C", "C", "N", "C", "C", "O", "C", "C", "C", "H", "H", "H", "H", "H", "H", "H", "H", "H", "H", "H", "H", "H", "H", "H", "H", "H", "H", "H", "H", "H", "H", "H", "H", "H", "H", "H", "H", "H", "H", "H", "H", "H", "H", "H", "H", "H", "H"], "positions_angstrom": [[-2.9898, 2.9718, -2.3146], [-1.5386, 2.8508, -2.7781], [-1.0567, 4.1740, -3.3639], [-1.4074, 1.7309, -3.8378], [-2.2118, 2.0458, -5.0079], [-3.2864, 1.1019, -5.2688], [-2.6767, -0.0372, -6.1146], [-1.4507, 0.6102, -6.7775], [-1.4828, 2.0656, -6.2637], [-0.6806, 2.5293, -1.6357], [-0.7604, 1.4189, -0.8799], [-1.5669, 0.5276, -1.0515], [0.3142, 1.3633, 0.2153], [1.6502, 0.9155, -0.4103], [1.9139, -0.5578, -0.1060], [2.0150, -0.7235, 1.3977], [2.9612, -1.2536, 1.9506], [0.9740, -0.1683, 2.0528], [0.8918, -0.1940, 3.4967], [-0.1252, -1.2174, 4.0106], [0.4317, -2.6371, 3.8796], [1.5323, -2.8170, 4.8099], [1.1224, -3.3986, 6.0723], [2.3045, -3.3628, 7.0415], [3.4121, -4.0602, 6.5268], [3.8014, -3.5152, 5.2845], [2.6617, -3.5517, 4.2680], [-0.1334, 0.3749, 1.3044], [-3.6233, 3.1705, -3.1729], [-3.3039, 2.0445, -1.8444], [-3.0925, 3.7821, -1.5962], [-1.6386, 4.3959, -4.2528], [-0.0068, 4.1117, -3.6445], [-1.1840, 4.9827, -2.6473], [-1.7203, 0.7918, -3.3757], [-0.3487, 1.6361, -4.1021], [-4.0531, 1.6260, -5.8479], [-3.7329, 0.7509, -4.3407], [-2.3788, -0.8661, -5.4732], [-3.3904, -0.4135, -6.8448], [-0.5321, 0.1169, -6.4596], [-1.4970, 0.5716, -7.8641], [-2.0461, 2.6922, -6.9624], [-0.4908, 2.4981, -6.1395], [0.0254, 3.2109, -1.4068], [0.4286, 2.3627, 0.6445], [1.6350, 1.0737, -1.4910], [2.4705, 1.5070, 0.0021], [1.0994, -1.1713, -0.4962], [2.8494, -0.8890, -0.5566], [1.8794, -0.4678, 3.8732], [0.6318, 0.8098, 3.8487], [-0.3309, -1.0079, 5.0607], [-1.0603, -1.1321, 3.4542], [0.8011, -2.7770, 2.8618], [-0.3688, -3.3739, 4.0503], [0.2952, -2.8181, 6.4865], [0.7904, -4.4467, 5.9478], [2.0471, -3.8466, 7.9859], [2.5791, -2.3132, 7.2295], [4.6462, -4.1131, 4.9397], [4.1226, -2.4723, 5.4217], [2.9876, -3.0614, 3.3497], [2.4007, -4.6039, 4.0538], [-0.8087, 0.8768, 1.9994], [-0.7004, -0.4243, 0.8085]], "atomic_forces_ev_per_a": [[0.16, -0.08, -0.07], [-0.19, -0.12, -0.16], [-0.07, -0.25, 0.12], [-0.06, 0.16, 0.20], [0.06, 0.06, 0.10], [-0.21, -0.12, -0.10], [-0.07, 0.03, 0.09], [0.06, 0.11, 0.02], [0.07, 0.04, -0.26], [0.07, 0.44, -0.31], [0.53, 0.29, 0.57], [-0.33, -0.35, -0.13], [-0.22, -0.18, 0.00], [0.03, -0.06, -0.05], [0.23, 0.05, 0.02], [-0.04, 0.02, -0.45], [0.34, -0.21, 0.13], [0.02, 0.15, 0.24], [-0.03, -0.12, 0.37], [0.26, -0.09, -0.20], [-0.16, 0.25, 0.10], [0.04, -0.12, -0.05], [0.27, 0.04, 0.22], [-0.38, 0.05, 0.08], [0.03, -0.15, 0.07], [-0.03, -0.02, -0.41], [0.33, 0.00, 0.18], [-0.35, 0.06, -0.44], [-0.12, 0.07, -0.09], [-0.09, -0.07, 0.05], [-0.01, 0.11, 0.05], [-0.05, 0.05, -0.06], [0.17, 0.01, -0.05], [-0.01, 0.11, 0.08], [0.05, 0.01, -0.04], [0.03, 0.00, 0.00], [-0.06, -0.08, 0.04], [-0.06, 0.05, 0.02], [-0.02, -0.05, -0.02], [-0.03, -0.08, 0.01], [0.02, -0.02, -0.04], [0.07, -0.03, -0.04], [0.10, 0.00, -0.05], [-0.02, 0.07, 0.00], [-0.01, -0.11, 0.09], [-0.02, -0.05, -0.03], [0.07, 0.06, 0.05], [-0.01, 0.00, -0.06], [-0.03, -0.05, -0.03], [-0.08, -0.05, 0.10], [-0.10, 0.14, 0.04], [0.06, -0.04, -0.02], [-0.09, 0.01, 0.05], [-0.12, 0.06, 0.04], [-0.01, -0.07, -0.02], [0.09, -0.02, -0.06], [-0.03, -0.03, 0.05], [-0.02, 0.09, 0.00], [-0.02, 0.08, -0.04], [-0.05, -0.07, 0.02], [-0.02, 0.08, -0.03], [0.01, -0.06, -0.04], [-0.01, -0.08, 0.02], [0.02, 0.03, 0.00], [0.02, -0.10, -0.02], [0.00, 0.20, 0.15]], "de_lowest_kcal_mol": 31.43, "largest_force_ev_per_a": 0.8, "gap_ev": 8.9, "e_tot_ha": -1267.75748, "charge": 0}



# 2
{"formula": "C21H38N6OSeTc", "method": "wB97M-V/def2-TZVPD", "symbols": ["Tc", "C", "N", "C", "C", "C", "N", "C", "C", "H", "H", "H", "H", "H", "H", "H", "H", "H", "H", "H", "H", "H", "H", "H", "H", "C", "C", "N", "C", "C", "C", "O", "C", "C", "C", "C", "N", "C", "H", "H", "H", "H", "H", "H", "H", "H", "H", "H", "H", "H", "H", "H", "C", "N", "C", "C", "N", "C", "C", "Se", "H", "H", "H", "H", "H", "H", "H", "H"], "positions_angstrom": [[0.8043, 0.7770, 1.1915], [-0.6492, -0.6510, 3.3119], [0.6427, -0.8508, 2.5833], [0.6346, -2.2121, 1.9879], [1.7951, -0.7472, 3.5386], [2.1052, 0.6975, 3.8185], [2.3674, 1.4184, 2.5338], [2.3000, 2.8962, 2.7726], [3.7418, 1.1196, 2.0413], [-0.7724, -1.4445, 4.0529], [-1.4789, -0.6962, 2.6086], [-0.6608, 0.3084, 3.8247], [0.5645, -2.9569, 2.7830], [1.5515, -2.3851, 1.4287], [-0.2329, -2.3228, 1.3376], [2.6486, -1.2549, 3.0908], [1.5566, -1.2723, 4.4658], [2.9714, 0.7794, 4.4792], [1.2729, 1.1938, 4.3164], [3.1024, 3.1827, 3.4563], [1.3478, 3.1618, 3.2191], [2.4373, 3.4287, 1.8339], [4.4716, 1.4730, 2.7727], [3.9189, 1.6567, 1.1109], [3.8873, 0.0499, 1.9054], [-1.1388, -4.6496, -1.7952], [0.0424, -4.3593, -2.7427], [-0.3429, -3.3310, -3.7003], [-0.9501, -3.7963, -4.9344], [-1.9030, -2.9160, -5.7240], [-0.1077, -1.9423, -3.4313], [-0.6608, -1.1038, -4.0749], [0.9413, -1.5095, -2.4131], [2.2681, -1.4589, -2.8536], [3.2258, -0.8808, -2.0454], [2.8378, -0.3302, -0.8403], [1.5611, -0.3454, -0.4156], [0.6244, -0.9458, -1.1951], [-0.8458, -5.4609, -1.1291], [-2.0205, -4.9687, -2.3504], [-1.4029, -3.7706, -1.2031], [0.3015, -5.2555, -3.3050], [0.9153, -4.0258, -2.1857], [-1.4021, -4.7608, -4.6868], [-0.0841, -4.0824, -5.5701], [-2.7293, -2.5647, -5.1070], [-2.2902, -3.5295, -6.5353], [-1.4309, -2.0479, -6.1721], [2.5472, -1.8577, -3.8236], [4.2628, -0.8306, -2.3510], [3.5633, 0.1536, -0.2097], [-0.4002, -0.9221, -0.8385], [-0.9710, 5.3920, -0.4031], [-2.2036, 4.8070, 0.1485], [-3.4408, 5.3898, 0.0910], [-4.3057, 4.5673, 0.7415], [-3.5864, 3.4915, 1.1882], [-4.1387, 2.3764, 1.9694], [-2.3056, 3.6488, 0.8154], [-0.8898, 2.4934, 1.2365], [-1.2290, 6.3182, -0.9063], [-0.5243, 4.7113, -1.1230], [-0.2730, 5.6121, 0.4005], [-3.6157, 6.3350, -0.3974], [-5.3637, 4.6757, 0.9192], [-5.1946, 2.5649, 2.1351], [-3.6396, 2.3143, 2.9328], [-4.0282, 1.4456, 1.4195]], "atomic_forces_ev_per_a": [[-0.16, 0.35, 0.88], [-0.03, -0.03, 0.06], [0.09, 0.26, -0.25], [-0.06, -0.05, 0.01], [0.00, -0.05, 0.03], [0.06, 0.03, 0.05], [-0.16, -0.12, -0.30], [0.11, 0.04, 0.04], [0.05, 0.04, 0.10], [0.04, 0.00, -0.02], [0.03, 0.00, -0.02], [0.03, 0.01, -0.03], [-0.01, 0.01, 0.02], [0.01, 0.03, 0.01], [0.01, 0.03, 0.01], [-0.01, -0.03, -0.02], [-0.03, -0.04, -0.01], [0.02, 0.04, -0.01], [-0.01, 0.04, 0.00], [0.00, -0.05, 0.00], [-0.06, -0.03, 0.00], [-0.01, -0.03, -0.03], [-0.02, -0.01, 0.02], [-0.02, 0.04, 0.03], [-0.03, 0.00, 0.00], [-0.05, 0.02, -0.03], [-0.02, 0.06, 0.06], [0.18, -0.16, -0.03], [-0.19, 0.06, -0.11], [0.07, 0.16, 0.00], [0.10, 0.21, 0.15], [-0.21, 0.07, 0.04], [0.14, -0.27, -0.22], [-0.02, -0.16, 0.01], [0.05, -0.02, -0.08], [-0.08, 0.03, 0.04], [-0.14, -0.12, -0.31], [0.00, 0.18, 0.00], [0.01, 0.04, -0.01], [0.03, -0.01, 0.00], [0.04, -0.04, -0.01], [-0.01, -0.02, -0.03], [0.02, 0.04, 0.01], [-0.02, -0.06, 0.04], [0.05, 0.06, 0.03], [-0.03, -0.10, 0.00], [-0.06, -0.08, 0.05], [0.09, -0.01, -0.02], [0.00, 0.00, 0.03], [-0.02, 0.01, 0.02], [0.00, 0.00, 0.03], [0.00, 0.01, 0.01], [-0.04, 0.00, -0.01], [0.22, 0.13, -0.10], [0.04, 0.01, -0.02], [-0.01, -0.02, 0.03], [-0.04, -0.13, 0.10], [-0.01, 0.03, -0.01], [-0.24, 0.13, -0.02], [0.28, -0.47, -0.18], [-0.05, 0.01, 0.00], [-0.03, -0.04, -0.01], [-0.02, -0.01, 0.05], [0.05, -0.03, 0.00], [0.03, -0.06, 0.02], [-0.01, 0.04, -0.02], [0.03, 0.04, 0.02], [0.02, 0.00, -0.05]], "spin_multiplicity": 4, "largest_force_ev_per_a": 1.0, "gap_ev": [6.4, 5.4], "e_tot_ha": -3707.43772, "s_squared": 3.784, "charge": 4}



# 3
{"formula": "C21H39BrClN2O21S5", "method": "wB97M-V/def2-TZVPD", "symbols": ["C", "C", "Br", "C", "C", "Cl", "C", "N", "C", "C", "C", "C", "O", "N", "C", "C", "H", "H", "H", "H", "H", "H", "H", "H", "H", "H", "H", "H", "H", "H", "H", "H", "H", "H", "H", "C", "C", "O", "S", "O", "O", "O", "H", "H", "H", "H", "C", "C", "O", "S", "O", "O", "O", "H", "H", "H", "H", "C", "C", "O", "S", "O", "O", "O", "H", "H", "H", "H", "C", "C", "O", "S", "O", "O", "O", "H", "H", "H", "H", "C", "C", "O", "S", "O", "O", "O", "H", "H", "H", "H"], "positions_angstrom": [[-0.4857, 1.7143, 0.3647], [-1.7183, 1.4331, -0.7267], [-2.1764, 3.2825, -1.4562], [-2.9651, 0.7507, 0.0900], [-3.7608, -0.4351, -0.7149], [-4.1139, 0.3867, -2.3803], [-5.1894, -0.9469, -0.0867], [-5.4669, -2.2303, -0.5506], [-4.3638, -2.6893, -1.5187], [-2.9912, -1.8265, -1.1141], [-2.3489, -2.7848, 0.0503], [-0.7974, -2.3657, 0.4851], [-0.7064, -1.6990, 1.6696], [0.4463, -2.7147, -0.3020], [1.6016, -1.7775, -0.0292], [0.2317, -2.6638, -1.7990], [-0.1867, 0.7629, 0.9769], [-0.9075, 2.5203, 1.1133], [0.4159, 2.1909, -0.2249], [-1.3366, 0.7025, -1.5760], [-3.7315, 1.5984, 0.4142], [-2.5463, 0.2718, 1.0877], [-5.8821, -0.3541, 0.6543], [-6.2836, -2.8488, -0.3247], [-4.1500, -3.8625, -1.5368], [-4.7804, -2.3759, -2.5862], [-2.4377, -1.7280, -2.1550], [-3.0723, -2.8143, 0.9958], [-2.3116, -3.9004, -0.3592], [2.1631, -1.6246, -1.0713], [1.3011, -0.7055, 0.3305], [2.3586, -2.3408, 0.6627], [-0.0884, -1.5464, -2.0698], [1.1625, -3.0073, -2.4337], [-0.6897, -3.3314, -2.1491], [0.1300, 1.6476, 4.8835], [-0.8770, 2.5078, 5.6423], [-0.4853, 3.8546, 5.3860], [0.1674, 3.9417, 3.8937], [-0.8564, 4.3964, 2.9793], [1.4644, 4.5688, 3.9981], [0.3812, 2.3420, 3.6629], [1.0743, 1.5700, 5.4318], [-0.2548, 0.6448, 4.6794], [-0.8745, 2.3031, 6.7155], [-1.8893, 2.3698, 5.2480], [6.8652, 0.0574, 0.0524], [5.7545, 0.2720, 1.0770], [4.8836, -0.8464, 0.9232], [5.7631, -2.1449, 0.4752], [6.0471, -2.9273, 1.6577], [5.1731, -2.7070, -0.7175], [7.1210, -1.3461, 0.0558], [6.5350, 0.3410, -0.9521], [7.7733, 0.6111, 0.3058], [5.2133, 1.2073, 0.9149], [6.1509, 0.2534, 2.0977], [2.5730, -0.1486, -4.0547], [3.4249, 0.9071, -4.7544], [3.4162, 2.0332, -3.8801], [3.3214, 1.5070, -2.3391], [4.6577, 1.4844, -1.7870], [2.2148, 2.1757, -1.6952], [2.8807, -0.0281, -2.6668], [1.5056, 0.0560, -4.1859], [2.7952, -1.1590, -4.4081], [3.0292, 1.1780, -5.7361], [4.4615, 0.5700, -4.8605], [-3.4143, -6.0900, 3.2073], [-3.9454, -4.6887, 3.4970], [-4.9393, -4.4533, 2.5022], [-5.6541, -5.8692, 2.1220], [-6.8830, -5.9715, 2.8774], [-5.5945, -6.0409, 0.6890], [-4.5514, -6.8539, 2.8091], [-2.7036, -6.0778, 2.3747], [-2.9397, -6.5408, 4.0831], [-3.1626, -3.9281, 3.4476], [-4.4321, -4.6466, 4.4772], [0.4086, 6.6376, -3.2739], [1.8913, 6.7044, -3.6304], [2.5680, 6.1105, -2.5249], [1.6181, 4.9500, -1.8835], [2.0373, 3.6751, -2.4220], [1.4837, 5.2006, -0.4673], [0.2298, 5.3818, -2.6212], [0.1367, 7.4297, -2.5689], [-0.2317, 6.7026, -4.1577], [2.2360, 7.7291, -3.7882], [2.1098, 6.1060, -4.5212]], "atomic_forces_ev_per_a": [[-0.76, 0.85, -0.40], [1.20, -1.21, 1.45], [0.23, -1.79, 0.36], [-0.44, -0.11, 1.07], [0.68, 0.58, 0.05], [-0.48, -0.94, 1.28], [-0.06, -3.16, -1.49], [2.35, 3.97, 1.14], [0.28, -0.45, -1.64], [-2.72, -1.48, -0.70], [1.13, -0.46, -0.32], [1.00, 2.63, 4.68], [-0.36, -3.84, -6.84], [-3.09, 2.24, 0.11], [1.95, 0.11, -0.44], [-1.81, 0.08, -1.37], [-0.62, 1.67, -1.37], [0.96, -1.60, -1.43], [-1.80, -1.13, 1.34], [-0.92, 1.82, 1.51], [1.54, -1.85, -0.84], [-0.70, 0.88, -2.03], [1.36, -1.34, -1.68], [0.88, 1.08, -0.08], [-0.92, 2.66, 0.44], [1.03, -0.66, 2.19], [-0.73, -0.03, 2.63], [1.91, 0.33, -1.92], [-0.06, 2.44, 0.66], [-1.18, -0.38, 2.50], [0.44, -2.28, -0.38], [-1.53, 1.49, -1.04], [1.01, -2.23, 0.19], [-1.82, 0.75, 1.69], [2.01, 1.18, 0.91], [0.17, -0.20, 0.68], [-0.36, -0.50, -0.20], [0.76, -0.04, -0.74], [0.32, 0.64, -0.22], [1.44, -0.56, 0.97], [-1.95, -0.68, -0.24], [-0.51, 0.87, 0.03], [-0.12, -0.02, 0.00], [0.07, 0.24, -0.21], [0.12, 0.27, -0.17], [0.06, -0.07, 0.06], [-0.33, 0.78, -0.38], [0.67, 0.47, 0.35], [0.29, -0.92, -0.75], [0.33, -0.06, 0.24], [-0.46, 0.71, -1.76], [0.46, 0.43, 1.56], [-0.89, -0.79, 0.64], [0.02, 0.03, 0.22], [-0.07, -0.34, 0.04], [-0.09, -0.34, -0.12], [0.01, 0.05, -0.10], [-0.27, 0.00, -0.53], [0.36, -0.63, -0.19], [-0.46, -0.36, 0.98], [-0.51, -0.42, 1.52], [-1.43, 0.27, -0.51], [3.77, -10.93, 3.33], [0.53, 0.48, -0.46], [0.06, 0.01, -0.07], [0.08, 0.15, 0.23], [0.00, 0.19, 0.29], [-0.13, -0.05, -0.05], [0.64, 0.40, -0.10], [0.29, -0.28, 0.90], [-0.22, -0.64, -0.86], [-0.58, -0.69, 0.59], [1.65, 0.10, -1.43], [-0.29, 0.56, 1.47], [-1.01, 0.85, -0.31], [0.00, 0.02, 0.11], [-0.28, -0.05, -0.18], [-0.20, -0.05, -0.20], [0.12, -0.01, -0.07], [0.11, 0.71, 0.01], [-0.27, -0.12, -0.59], [-0.58, -0.01, 0.80], [0.11, 0.50, -0.44], [-2.52, 11.66, -3.17], [0.38, -0.76, -1.79], [0.66, -0.29, 0.20], [0.04, -0.02, -0.11], [0.07, -0.24, 0.20], [0.06, -0.21, 0.25], [-0.07, 0.10, 0.01]], "de_lowest_kcal_mol": 214.94, "largest_force_ev_per_a": 12.3, "gap_ev": 5.5, "e_tot_ha": -7537.55469, "charge": 1}